# 1
The following is a DFT calculation (wB97M-V/def2-TZVPD) of a structure of composition C6H21InNO6S2.

Summary:
- orbital gap (eV) = 6.012
- 2S+1 = 1
- energy relative to the best compared isomer or geometry (same formula, charge and spin) (kJ/mol) = 0.00
- E_tot (Eh) = -1733.83588
- total charge = -1

CARTESIAN COORDINATES (ANGSTROEM)
N -1.236 1.724 1.844
In -3.367 1.742 1.651
H -0.783 2.500 1.371
H -0.815 0.881 1.467
H -3.997 2.975 2.771
H -3.898 2.081 -0.019
H -3.937 0.128 2.157
O 0.156 -1.628 1.271
S 0.934 -2.808 1.072
O 0.349 -3.954 0.448
O 1.568 -3.228 2.467
C 0.721 -3.040 3.640
C -0.369 -4.083 3.728
C 2.431 -2.407 0.235
H 0.314 -2.030 3.608
H 1.420 -3.111 4.470
H -1.091 -3.971 2.921
H -0.894 -3.962 4.676
H 0.053 -5.087 3.684
H 2.888 -1.555 0.731
H 2.151 -2.154 -0.786
H 3.083 -3.276 0.247
O 1.150 4.145 -2.381
S 0.170 3.479 -3.187
O -1.213 3.612 -2.873
O 0.570 1.954 -3.322
C 0.900 1.208 -2.110
C -0.292 0.529 -1.483
C 0.412 3.915 -4.878
H 1.407 1.881 -1.418
H 1.625 0.479 -2.472
H -0.996 1.230 -1.034
H 0.060 -0.126 -0.686
H -0.823 -0.072 -2.222
H 1.460 3.784 -5.131
H 0.118 4.958 -4.968
H -0.228 3.286 -5.490

# 2
The following is a DFT calculation (wB97M-V/def2-TZVPD) of an isolated molecule of C28H30N4O3.

Summary:
- orbital gap (eV) = 8.156
- SMILES = CN1C(=O)[C@@H](Cc2ccccc2)N(/C=C/[C@H](c2ccccc2)n2ccc(=O)[nH]c2=O)C12CCCC2
- 2S+1 = 1
- energy relative to the best compared isomer or geometry (same formula, charge and spin) (kJ/mol) = 256.67
- E_tot (Eh) = -1529.68992

CARTESIAN COORDINATES (ANGSTROEM)
C 8.000 -2.014 -3.257
N 6.944 -1.424 -2.513
C 6.521 -0.154 -2.772
O 6.978 0.623 -3.605
C 5.330 0.127 -1.903
C 4.059 0.425 -2.668
C 3.706 -0.738 -3.561
C 4.360 -0.888 -4.791
C 4.090 -1.990 -5.609
C 3.148 -2.940 -5.211
C 2.454 -2.772 -4.007
C 2.716 -1.651 -3.199
N 5.194 -1.160 -1.143
C 4.202 -1.301 -0.220
C 3.755 -2.405 0.351
C 2.675 -2.268 1.377
C 2.490 -3.782 2.029
C 1.808 -3.805 3.256
C 1.738 -4.955 4.059
C 2.495 -6.055 3.735
C 3.313 -6.063 2.595
C 3.267 -4.904 1.715
N 1.590 -1.435 0.944
C 0.408 -1.969 1.378
C -0.702 -1.277 1.533
C -0.766 0.118 1.472
O -1.729 0.884 1.677
N 0.483 0.629 1.165
C 1.636 0.006 0.874
O 2.640 0.713 0.555
C 6.179 -2.155 -1.560
C 5.544 -3.438 -2.176
C 6.565 -4.542 -1.905
C 7.520 -4.050 -0.795
C 7.070 -2.653 -0.376
H 8.500 -1.226 -3.831
H 8.716 -2.486 -2.578
H 7.630 -2.776 -3.958
H 5.580 0.932 -1.174
H 3.251 0.650 -1.963
H 4.273 1.311 -3.270
H 5.073 -0.127 -5.110
H 4.616 -2.088 -6.561
H 2.936 -3.806 -5.851
H 1.703 -3.496 -3.692
H 2.137 -1.489 -2.290
H 3.769 -0.340 -0.012
H 4.403 -3.275 0.248
H 2.952 -1.696 2.298
H 1.265 -2.931 3.552
H 1.122 -4.918 4.952
H 2.516 -6.939 4.414
H 3.983 -6.892 2.378
H 3.884 -5.017 0.816
H 0.555 -3.034 1.588
H -1.584 -1.838 1.734
H 0.568 1.614 1.069
H 4.574 -3.641 -1.707
H 5.360 -3.249 -3.239
H 6.056 -5.456 -1.589
H 7.116 -4.783 -2.820
H 7.484 -4.731 0.060
H 8.557 -4.040 -1.149
H 7.894 -1.941 -0.240
H 6.479 -2.680 0.549

# 3
The following is a DFT calculation (wB97M-V/def2-TZVPD) of a cluster of 3 separate species, C5H9NO2 in total.

Summary:
- orbital gap (eV) = 10.515
- SMILES = O=C=O.C=CC.C=N
- 2S+1 = 1
- energy relative to the best compared isomer or geometry (same formula, charge and spin) (kJ/mol) = 218.22
- E_tot (Eh) = -401.09364

CARTESIAN COORDINATES (ANGSTROEM)
O 0.670 2.780 -0.512
C -0.473 2.466 -0.419
O -1.585 2.440 -0.082
C -0.850 -1.275 1.122
C 0.448 -1.476 0.958
C 1.499 -0.427 1.115
H -1.243 -0.298 1.374
H -1.570 -2.070 1.005
H 0.811 -2.469 0.707
H 1.062 0.540 1.346
H 2.176 -0.693 1.928
H 2.088 -0.333 0.203
C -0.936 -0.123 -1.708
N -0.272 0.934 -1.802
H -1.941 -0.026 -1.308
H -0.682 -1.068 -2.189
H 0.798 1.096 -1.739

# 4
The following is a DFT calculation (wB97M-V/def2-TZVPD) of an isolated molecule of C5H9NO.

Summary:
- orbital gap (eV) = 10.282
- SMILES = C[C@H]1CN(C)C1=O
- 2S+1 = 1
- energy relative to the best compared isomer or geometry (same formula, charge and spin) (kJ/mol) = 96.03
- E_tot (Eh) = -325.90098

CARTESIAN COORDINATES (ANGSTROEM)
C 2.327 -0.312 0.137
C 1.006 0.397 -0.123
C -0.083 -0.344 -0.937
N -0.996 -0.171 0.192
C -2.432 -0.045 0.188
C -0.105 0.563 0.940
O -0.257 1.196 1.958
H 2.190 -1.374 0.368
H 2.877 0.156 0.960
H 2.958 -0.247 -0.758
H 1.206 1.406 -0.506
H -0.425 0.154 -1.852
H 0.155 -1.388 -1.165
H -2.723 0.379 1.151
H -2.764 0.637 -0.608
H -2.934 -1.009 0.055

What did the first record say?
The following is a DFT calculation (wB97M-V/def2-TZVPD) of a structure of composition C6H21InNO6S2.

Summary:
- orbital gap (eV) = 6.012
- 2S+1 = 1
- energy relative to the best compared isomer or geometry (same formula, charge and spin) (kJ/mol) = 0.00
- E_tot (Eh) = -1733.83588
- total charge = -1

CARTESIAN COORDINATES (ANGSTROEM)
N -1.236 1.724 1.844
In -3.367 1.742 1.651
H -0.783 2.500 1.371
H -0.815 0.881 1.467
H -3.997 2.975 2.771
H -3.898 2.081 -0.019
H -3.937 0.128 2.157
O 0.156 -1.628 1.271
S 0.934 -2.808 1.072
O 0.349 -3.954 0.448
O 1.568 -3.228 2.467
C 0.721 -3.040 3.640
C -0.369 -4.083 3.728
C 2.431 -2.407 0.235
H 0.314 -2.030 3.608
H 1.420 -3.111 4.470
H -1.091 -3.971 2.921
H -0.894 -3.962 4.676
H 0.053 -5.087 3.684
H 2.888 -1.555 0.731
H 2.151 -2.154 -0.786
H 3.083 -3.276 0.247
O 1.150 4.145 -2.381
S 0.170 3.479 -3.187
O -1.213 3.612 -2.873
O 0.570 1.954 -3.322
C 0.900 1.208 -2.110
C -0.292 0.529 -1.483
C 0.412 3.915 -4.878
H 1.407 1.881 -1.418
H 1.625 0.479 -2.472
H -0.996 1.230 -1.034
H 0.060 -0.126 -0.686
H -0.823 -0.072 -2.222
H 1.460 3.784 -5.131
H 0.118 4.958 -4.968
H -0.228 3.286 -5.490

- Which value of orbital gap does entry 1 give?
  6.012 eV

- Number 3 is which compound?
  C5H9NO2

- Among the records above, which one has the highest energy relative to the best compared isomer or geometry (same formula, charge and spin)?
  C28H30N4O3